This record from OMol25 describes a cluster of 2 separate species, C2H6S2 in total at a distorted geometry. The level of theory is wB97M-V/def2-TZVPD.

Structure (XYZ):
```
10
Properties=species:S:1:pos:R:3:forces:R:3
S 1.8345 0.0889 0.1894 -0.2820 0.0134 -0.2362
S -1.8526 -0.0388 -0.0915 -0.0138 -0.9942 -0.5134
C -0.7157 1.2003 -0.4688 1.0486 -0.1362 0.2624
C 0.7700 -1.2954 0.3265 -0.6047 1.6408 -0.7844
H 0.1483 -1.2602 1.1893 -0.2129 -0.2054 0.9810
H -0.0350 1.0941 -1.3777 -0.6655 -0.1896 1.0328
H -0.1855 1.4935 0.4784 -0.0716 0.1756 -0.9815
H -1.4221 1.9821 -0.7444 0.0742 0.8072 0.0623
H 0.0649 -1.3898 -0.5610 0.2711 0.1757 0.2679
H 1.3936 -2.1499 0.3030 0.4566 -1.2874 -0.0908
```
Forces are in eV/Å.

largest force on an atom: 1.9 eV Å⁻¹
energy: -23837.5408 eV
lowest unoccupied orbital energy: -3.135 eV

---

This record from OMol25 describes the molecule C4H6O2 at a distorted geometry. The level of theory is wB97M-V/def2-TZVPD.

Structure (XYZ):
```
12
Properties=species:S:1:pos:R:3:forces:R:3
O -0.7945 0.2416 0.7195 1.3023 0.5651 0.5714
O 1.1150 -0.9077 -2.0247 0.0160 0.0131 0.0146
C 0.2681 0.0251 -0.0461 0.2176 -0.1996 -0.4456
C 0.1635 -0.6865 -1.2861 -0.2235 0.0721 0.2206
C -2.0420 -0.0421 0.6377 -1.4227 -0.4272 -0.2810
C 1.5508 0.5733 0.4830 0.0696 -0.0504 -0.1002
H -2.6312 0.3010 1.4760 0.0343 -0.0652 -0.1332
H -0.8502 -1.0480 -1.5659 0.1982 0.0775 0.0642
H -2.4565 -0.5807 -0.2066 0.0789 0.0884 0.1346
H 1.5401 1.6684 0.5532 -0.0747 -0.1717 -0.0099
H 1.7969 0.1724 1.4739 -0.1125 0.0430 -0.1450
H 2.3401 0.2831 -0.2140 -0.0833 0.0549 0.1094
```
Forces are in eV/Å.

largest force on an atom: 1.5 eV Å⁻¹
energy: -8336.7928 eV
lowest unoccupied orbital energy (alpha / beta): -0.566 / -0.059 eV

---

This record from OMol25 describes a structure of composition C25H43NP2Ti at a distorted geometry. The level of theory is wB97M-V/def2-TZVPD.

Structure (XYZ):
```
72
Properties=species:S:1:pos:R:3:forces:R:3
Ti -0.2300 -0.9710 -1.3634 2.1313 -1.7113 4.7493
P -2.3612 2.3492 0.4711 2.4133 -2.8719 -1.1445
P 1.2101 1.9444 0.6589 0.2336 -1.2257 0.1949
N -1.5333 2.3190 3.2969 -0.9170 0.2422 -2.8841
C 0.2977 3.3398 -0.1825 0.5848 0.6173 0.4407
C -0.6156 -1.3194 2.4926 0.5201 -0.4775 -1.0388
C -1.2999 0.0530 -3.1439 -0.9327 -0.3325 -1.2286
C 1.0148 0.8656 -3.4968 0.3522 0.0067 0.0069
C 2.9479 2.0830 -0.0096 -0.2027 0.1925 -0.4383
C -1.2003 3.2572 -0.5961 -0.1153 1.4640 -0.1692
C 1.6567 2.7296 2.2458 -0.2224 0.3012 0.0108
C -1.6500 -3.1293 1.0297 -0.7610 -0.6132 0.0056
C 2.9913 -1.1962 1.7609 0.8648 -0.0015 -0.0032
C 1.0764 -0.0818 3.9344 -0.0268 0.2236 0.5145
C -0.8084 -2.4903 -2.9298 -0.8479 -0.7204 -0.7653
C -0.2728 0.4143 -4.2002 0.3815 0.3966 -0.3986
C 1.2192 0.0296 -2.2293 0.4177 1.8171 -2.0217
C -1.6854 -1.2376 3.5050 -0.5799 0.1432 0.3682
C 1.3524 -3.3267 0.1885 0.5716 -0.6693 -0.2785
C 1.5221 -1.2507 1.6697 -1.5829 -0.2651 0.1629
C -1.8510 2.3708 2.1671 0.3314 0.1818 2.5915
C -1.8305 0.6543 -0.0937 -0.2725 0.3803 0.1443
C 0.7398 -2.0958 0.7623 -0.5219 1.1620 0.8466
C -4.1257 2.4517 0.2937 -0.6743 0.5802 0.3315
C -1.6327 -1.2385 -2.7046 -2.1545 0.5714 -1.1832
C 1.4731 -1.3861 -2.3359 0.9139 -0.0500 1.2013
C -0.6007 -2.1412 1.3466 0.9242 0.9823 0.3880
C 0.6817 -0.7791 2.6876 0.3029 -0.9210 -0.9974
C 0.7024 -2.3167 -3.2356 0.6733 -0.4464 -1.3098
H 2.1499 0.1270 3.9849 -0.1984 0.0928 -0.0460
H -1.8157 -3.8004 1.8890 -0.0439 0.1429 -0.2058
H 1.1531 -3.3221 -3.1533 -0.2332 0.4579 0.0981
H -1.2776 0.1622 0.7118 0.0048 -0.1393 0.4389
H 3.4816 -1.5828 0.8641 0.0283 0.1636 0.0114
H -0.6283 1.2417 -4.8391 -0.1509 -0.3509 0.2990
H 0.7632 2.8444 2.8661 0.4218 0.0905 0.0666
H 2.2312 -3.1108 -0.4247 -0.1160 -0.0962 0.0554
H -2.6522 -1.5308 3.0861 -0.0639 0.1088 0.1239
H -1.5989 4.2795 -0.6865 0.2693 -0.1374 -0.1518
H 2.0960 3.7045 2.0014 -0.0263 -0.0306 0.3487
H -4.5215 3.3040 0.8555 0.0277 -0.0431 -0.1660
H 0.4476 4.1779 0.5203 -0.2308 0.0333 -0.5904
H 3.3293 -1.8255 2.5982 0.0372 0.0522 -0.1609
H -1.7543 -0.2257 3.9221 -0.1911 -0.1485 0.0128
H 3.1387 1.4659 -0.8956 -0.0419 0.2870 0.2364
H 0.8926 3.5210 -1.0921 -0.4723 0.2658 0.1642
H 0.8374 -0.7059 4.8093 0.0760 0.0977 -0.1577
H 0.9730 1.9391 -3.2471 -0.1730 -0.1890 -0.0093
H 2.4710 -1.7128 -2.0375 -0.5203 -0.2349 0.2158
H -4.5858 1.5427 0.7015 0.3184 0.1003 0.0112
H 1.7358 0.5684 -1.4326 0.2990 -0.6776 -0.3511
H -1.1219 0.7635 -0.9945 -1.4302 0.7151 0.9034
H 1.6905 -4.0156 0.9811 -0.1349 0.1402 -0.0735
H 2.4053 2.1139 2.7627 -0.3582 0.1722 -0.1368
H -0.9609 -3.1984 -2.0912 0.1280 0.3284 0.1225
H -0.0852 -0.4158 -4.9019 -0.0859 0.3036 0.4316
H -1.3247 -3.0006 -3.7515 0.4848 -0.1400 -0.0114
H -4.4242 2.5378 -0.7567 0.2987 0.0437 0.0988
H -1.2798 2.7852 -1.5943 -0.2726 0.0690 0.5355
H -2.6240 -1.3763 -2.2546 0.2101 -0.1616 -0.2852
H 0.8179 -2.0315 -4.2891 -0.1712 -0.1893 0.1044
H 0.5046 0.8452 4.0704 0.2628 -0.0286 0.0953
H -2.6230 -2.6594 0.8188 0.0234 -0.2066 -0.0556
H -1.3916 -3.7925 0.1963 -0.0659 0.1980 -0.0049
H 3.1313 3.1331 -0.2651 0.2192 -0.1189 0.0595
H -1.4943 -1.9078 4.3584 -0.0123 0.0995 -0.1807
H -2.7327 0.0585 -0.3012 0.3409 0.1163 -0.1861
H 3.3843 -0.1925 1.9797 -0.0463 -0.1512 -0.1735
H 3.6634 1.7626 0.7608 -0.3831 0.1634 -0.1302
H -2.1273 0.7789 -3.1220 0.2962 -0.2877 0.5405
H 0.6584 -3.9058 -0.4278 0.0389 0.0330 -0.0956
H 1.8801 0.7547 -4.1697 -0.1677 0.0996 0.1029
```
Forces are in eV/Å.

multiplicity: 2
largest force on an atom: 5.5 eV Å⁻¹
energy: -69792.3509 eV
⟨S²⟩: 0.76
lowest unoccupied orbital energy (alpha / beta): -3.700 / -3.695 eV
total charge: +1

---

This record from OMol25 describes the molecule C3H3FN2O. The level of theory is wB97M-V/def2-TZVPD.

Structure (XYZ):
```
10
Properties=species:S:1:pos:R:3:forces:R:3
F 1.5167 -1.4764 0.2799 0.0759 -0.1486 0.0406
O -1.6544 1.5782 -0.0578 -0.1138 0.1038 0.0785
N -1.4240 1.2049 1.2324 0.1429 -0.0519 -0.5011
N -0.8495 0.9150 -0.9302 0.1896 -0.2809 0.5877
C -0.4822 0.3171 1.1685 -0.2814 0.3082 -0.7334
C -0.1183 0.1276 -0.1935 -0.0537 0.0737 -0.3290
C 0.9247 -0.7971 -0.7621 0.1206 0.8502 -0.3411
H -0.0959 -0.1550 2.0263 0.3122 -0.3859 0.7829
H 0.4846 -1.5026 -1.4635 -0.0456 -0.1398 0.0692
H 1.6984 -0.2117 -1.3002 -0.3468 -0.3288 0.3456
```
Forces are in eV/Å.

structure (SMILES): FCc1cnon1
largest force on an atom: 0.9 eV Å⁻¹
energy: -10902.1379 eV
lowest unoccupied orbital energy: 0.614 eV

---

This record from OMol25 describes a structure of composition C13H10BN8PtS2. The level of theory is wB97M-V/def2-TZVPD.

Structure (XYZ):
```
35
Properties=species:S:1:pos:R:3:forces:R:3
Pt 0.3371 0.6482 0.9083 -0.3634 0.2418 0.1879
S 0.9163 2.5867 1.9204 0.1061 -0.0452 -0.0034
S 0.9775 -0.4992 2.7477 0.0161 -0.0614 0.0676
N -0.2750 1.6196 -0.8312 0.0199 -0.0038 0.0019
N 2.2790 3.9404 5.0619 0.0045 -0.0060 -0.0064
N 0.5758 -1.2620 -1.8101 0.0220 0.1120 0.0531
N 1.2624 -1.0080 -0.6837 0.0328 -0.2307 -0.0981
N -1.7294 -1.1481 -0.8796 -0.0051 0.1097 0.0974
N -1.4372 -0.8690 0.4026 0.2092 -0.1174 -0.0959
N -0.7068 0.9294 -1.9059 -0.0050 -0.0232 -0.0010
N 2.3544 -0.0306 6.1415 0.0014 0.0000 0.0005
C 1.2133 -2.1881 -2.5486 -0.0034 0.0126 -0.0574
C -3.1838 -2.2668 0.3442 -0.0047 -0.0137 0.0130
C -2.2994 -1.5361 1.1516 -0.0173 0.0892 0.0499
C -0.3355 2.9103 -1.1319 -0.0094 -0.0252 0.0015
C 1.9309 3.0902 4.3674 0.0091 0.0628 0.0584
C 2.3652 -2.5476 -1.8813 0.0127 -0.0298 -0.0054
C 2.3399 -1.7742 -0.7094 0.0186 0.0820 -0.0110
C 1.5109 0.7566 3.8357 -0.0510 0.1101 -0.1627
C -2.7758 -1.9889 -0.9437 -0.0204 0.0181 -0.0345
C -1.0397 1.7919 -2.8798 0.0038 -0.0091 -0.0055
C 1.4858 2.0643 3.4793 -0.0111 -0.1290 -0.0348
C -0.8182 3.0771 -2.4319 0.0042 -0.0024 0.0056
C 1.9816 0.3391 5.1163 0.0222 -0.0113 0.0764
B -0.8080 -0.6205 -1.9909 0.0081 -0.0704 -0.0974
H 3.0423 -1.7275 0.1076 0.0046 -0.0179 0.0028
H 0.8013 -2.5199 -3.4874 0.0060 -0.0021 -0.0069
H -0.9812 3.9980 -2.9622 0.0000 0.0091 -0.0024
H -2.2443 -1.4511 2.2251 0.0010 -0.0146 0.0047
H 3.1118 -3.2568 -2.1940 -0.0040 -0.0092 0.0012
H -3.1495 -2.3251 -1.8967 -0.0045 -0.0002 -0.0005
H -0.0337 3.6450 -0.4040 0.0004 0.0066 0.0005
H -1.4101 1.4210 -3.8201 0.0002 0.0083 -0.0015
H -3.9990 -2.8970 0.6541 0.0046 -0.0083 0.0020
H -1.2587 -0.9014 -3.0713 -0.0083 -0.0310 0.0006
```
Forces are in eV/Å.

largest force on an atom: 0.5 eV Å⁻¹
energy: -51162.4698 eV
lowest unoccupied orbital energy: 2.644 eV
total charge: -1

---

This record from OMol25 describes a structure of composition C16H11Br2N7OSe3SnTe at a distorted geometry. The level of theory is wB97M-V/def2-TZVPD.

Structure (XYZ):
```
42
Properties=species:S:1:pos:R:3:forces:R:3
Te 0.8201 -3.2470 -3.8470 0.0548 -0.1517 0.0105
Sn -0.3948 -0.3703 -1.1236 -1.0738 -0.4913 -0.1536
Br 4.7813 -0.7531 4.1540 0.0203 -0.0027 0.0098
Br -1.2556 -5.6544 3.6519 0.0018 -0.0206 0.0084
Se -1.2214 -2.4356 -2.6884 0.0378 0.1952 -0.1418
Se 1.6341 -0.9361 -4.3734 -0.0991 0.0901 -0.0707
Se 1.9410 -0.1646 -2.2123 0.2546 0.1977 0.8122
O -2.1787 -0.1781 -0.6179 0.2201 0.1601 0.0461
N -0.3256 1.8852 0.0747 0.2681 0.3237 -0.3219
N -2.0276 3.7741 -4.0561 0.0013 0.0431 0.0518
N -0.5537 -2.1467 0.7209 0.3377 0.1566 0.1001
N 1.2665 -0.2366 1.1760 0.1320 -0.1293 -0.2318
N -0.6341 3.6242 1.3163 -0.0608 -0.0310 -0.0456
N -1.0830 3.9958 0.1036 -0.0604 0.0913 -0.0011
N -0.9416 1.6523 -2.6377 0.0685 -0.0236 0.0060
C -0.9851 -4.2147 2.4669 -0.0298 0.0084 -0.0215
C -1.7439 2.6161 -4.6373 0.0178 -0.0841 0.0040
C 3.2361 0.6353 2.2165 0.0115 0.0240 0.0176
C -0.8838 2.9179 -0.6187 -0.0124 -0.1047 0.0245
C 2.1631 0.7325 1.3512 0.3002 -0.2816 -0.1836
C -1.2173 2.8131 -2.0467 0.1266 -0.0415 0.1017
C 0.3053 -2.3710 1.7115 -0.0283 -0.1051 -0.0233
C -0.1839 2.3640 1.2858 -0.4770 0.1343 0.1473
C 2.4278 -1.5449 2.7891 0.0612 -0.0713 -0.0381
C 0.1431 -3.4254 2.6020 -0.0359 0.0739 0.0235
C -1.7633 3.8713 -2.7575 -0.0421 0.0187 -0.0737
C 1.3922 -1.3634 1.8764 0.0638 0.0947 0.1457
C -1.2016 1.5467 -3.9325 -0.1573 0.0273 -0.0474
C 3.3584 -0.5364 2.9425 -0.0356 -0.0158 0.0186
C -1.9235 -3.9296 1.4943 0.0093 -0.0317 0.0083
C -1.6615 -2.8734 0.6364 0.0281 -0.0114 -0.1140
H 0.8420 -3.6183 3.4006 -0.0050 0.0075 0.0029
H 2.0085 1.6366 0.7742 0.2039 -0.1685 -0.0989
H 0.1988 1.8385 2.1450 -0.1513 0.1238 -0.0277
H -0.6907 4.2610 2.0922 -0.0030 -0.0053 0.0047
H 2.5171 -2.4512 3.3670 0.0323 -0.0195 -0.0246
H -0.9890 0.5965 -4.4054 0.0050 -0.0018 0.0079
H -1.9552 2.5258 -5.6954 0.0035 -0.0004 -0.0001
H -1.9894 4.8074 -2.2635 0.0100 -0.0013 0.0034
H 3.9441 1.4442 2.3174 0.0142 -0.0005 0.0104
H -2.8263 -4.5128 1.3912 -0.0110 0.0154 0.0120
H -2.3490 -2.5750 -0.1442 -0.0017 0.0091 0.0419
```
Forces are in eV/Å.

largest force on an atom: 1.2 eV Å⁻¹
energy: -378497.6494 eV
lowest unoccupied orbital energy: -0.816 eV